# 1
DFT (the ωB97M-V functional and the def2-TZVPD basis) results for C4H7NO as an isolated structure in a non-equilibrium geometry.

Atoms and positions in Å:
N  2.416  -0.055  0.402
C  1.169  0.057  0.219
C  0.158  -0.973  0.634
C  -1.272  -0.297  -0.556
C  -0.833  1.011  -0.451
O  0.581  1.131  -0.394
H  2.899  0.773  0.041
H  0.607  -1.968  0.658
H  -0.241  -0.760  1.633
H  -2.233  -0.624  -0.196
H  -0.633  -1.318  -0.919
H  -1.288  1.458  0.440
H  -1.197  1.547  -1.330

Properties
energy above the lowest of the compared OMol25 structures with the same formula, charge and spin: 4.2362 eV
HOMO energy: -8.998 eV
gap between HOMO and LUMO: 0.36566 Ha
charge: 0
energy: -7795.408 eV
maximum force: 10.38 eV/Å

Results of the Löwdin charge analysis, in e, for atoms 1 through 4: 0.15, -0.50, -0.03, -0.06

=====

# 2
DFT (the ωB97M-V functional and the def2-TZVPD basis) results for a single C4H7NO molecule in a non-equilibrium geometry.

Atoms and positions in Å:
C  2.525  -0.172  -0.207
C  -0.793  -0.114  0.593
C  -1.986  -0.644  -0.077
C  -1.649  0.922  -0.344
H  1.944  -1.331  -0.453
H  3.714  0.234  -0.222
H  -0.671  0.056  1.728
H  -1.675  -1.145  -0.992
H  -2.815  -1.329  0.475
H  -2.242  1.615  0.095
H  -1.043  1.150  -1.238
N  1.536  0.527  0.356
O  0.432  -0.361  -0.209

Properties
energy above the lowest of the compared OMol25 structures with the same formula, charge and spin: 7.1008 eV
HOMO energy: -9.131 eV
gap between HOMO and LUMO: 0.36941 Ha
charge: 0
energy: -7792.544 eV
maximum force: 5.52 eV/Å
structure (SMILES): C=NOC1CC1

Results of the Löwdin charge analysis, in e, for atoms 1 through 4: -0.07, -0.31, -0.13, -0.02

=====

# 3
DFT (the ωB97M-V functional and the def2-TZVPD basis) results for a 2-piece molecular cluster, C4H7NO overall.

Atoms and positions in Å:
O  2.572  -0.272  -0.558
N  1.921  0.702  -0.219
C  0.528  0.476  -0.276
C  -0.234  -0.586  -0.601
C  -1.471  0.024  0.004
C  -0.616  1.311  0.243
H  1.727  -1.821  0.522
H  -0.044  -1.520  -1.118
H  1.051  -2.000  0.780
H  -2.347  0.107  -0.643
H  -1.765  -0.463  0.943
H  -0.904  2.134  -0.417
H  -0.543  1.674  1.272

Properties
energy above the lowest of the compared OMol25 structures with the same formula, charge and spin: 5.6842 eV
HOMO energy (alpha / beta): -9.114 / -9.116 eV
gap between HOMO and LUMO (alpha / beta): 0.30889 / 0.30892 Ha
charge: 0
energy: -7793.960 eV
maximum force: 0.58 eV/Å
structure (SMILES): O=NC1=CCC1.[H][H]

Results of the Löwdin charge analysis, in e, for atoms 1 through 4: -0.07, 0.00, -0.30, -0.04